10
Properties=species:S:1:pos:R:3 method="wB97M-V/def2-TZVPD" orbital_gap_ev=11.755 e_above_lowest_kj_mol=130.3
N -1.28 0.62 -1.44
N 0.04 0.16 0.12
N 0.37 -0.72 -0.80
N -0.94 0.97 -0.23
C 0.61 0.11 1.46
C -0.48 -0.41 -1.76
H 1.64 0.46 1.45
H 0.00 0.73 2.11
H -0.54 -0.97 -2.69
H 0.58 -0.93 1.78

10
Properties=species:S:1:pos:R:3 method="wB97M-V/def2-TZVPD" orbital_gap_ev=9.766 e_above_lowest_kj_mol=6.7
N -0.64 0.42 -0.83
N 0.84 -0.44 0.68
N 0.61 0.39 -1.33
N -1.47 -0.39 1.28
C -0.45 -0.10 0.38
C 1.47 -0.11 -0.43
H 2.52 -0.23 -0.65
H -2.39 -0.15 0.96
H 0.79 0.70 -2.28
H -1.28 -0.09 2.23

10
Properties=species:S:1:pos:R:3 method="wB97M-V/def2-TZVPD" orbital_gap_ev=9.224 e_above_lowest_kj_mol=190.4
N -1.74 -0.06 -0.11
N 0.30 1.05 0.80
N 1.49 0.68 0.89
N 0.55 -0.84 -0.55
C -0.35 0.23 -0.24
C 1.62 -0.49 0.05
H -2.27 0.52 0.51
H 2.59 -0.96 -0.06
H -2.02 -1.02 -0.18
H -0.17 0.90 -1.11

10
Properties=species:S:1:pos:R:3 method="wB97M-V/def2-TZVPD" orbital_gap_ev=9.502 e_above_lowest_kj_mol=110.8
N 1.51 -0.26 0.36
N 0.89 -1.17 -0.35
N -1.65 1.27 0.07
N 0.61 0.67 0.60
C -0.56 0.40 -0.02
C -0.41 -0.84 -0.62
H -1.53 1.91 0.87
H -2.57 0.76 0.03
H -1.06 -1.49 -1.26
H 1.42 -1.98 -0.65

10
Properties=species:S:1:pos:R:3 method="wB97M-V/def2-TZVPD" orbital_gap_ev=11.596 e_above_lowest_kj_mol=150.6
N 0.35 1.15 0.24
N -0.16 1.72 -0.81
N 0.32 -0.15 0.02
N -0.23 -0.48 -1.14
C -0.52 0.70 -1.64
C 0.14 -1.02 1.17
H -1.03 0.84 -2.57
H 0.72 -0.61 2.00
H 0.44 -2.04 0.93
H -0.92 -0.99 1.40

11
Properties=species:S:1:pos:R:3 method="wB97M-V/def2-TZVPD" orbital_gap_ev=9.892 e_above_lowest_kj_mol=89.6
O 0.61 2.32 -1.21
N -0.28 -2.09 -0.24
N -0.05 -0.21 1.14
N 0.08 0.01 -1.19
N 0.13 1.16 0.81
C -0.09 -0.76 -0.07
C 0.28 1.24 -0.78
H -0.66 -2.65 0.50
H 1.02 1.60 1.08
H -0.62 1.74 1.19
H -0.40 -2.40 -1.19

11
Properties=species:S:1:pos:R:3 method="wB97M-V/def2-TZVPD" orbital_gap_ev="9.287 / 9.287" e_above_lowest_kj_mol=537.3
O -2.52 -0.83 0.04
N -1.70 1.10 -0.10
N -2.78 0.48 -0.01
N -1.23 -1.15 0.05
N 0.66 0.67 -0.16
C 1.64 -0.35 0.04
C -0.63 0.42 -0.08
H 0.85 1.62 0.15
H 1.50 -1.03 0.94
H 2.72 0.19 0.01
H 1.49 -1.12 -0.86

11
Properties=species:S:1:pos:R:3 method="wB97M-V/def2-TZVPD" orbital_gap_ev=9.592 e_above_lowest_kj_mol=435.2
O 3.23 -0.13 -0.04
N 0.90 -0.74 0.16
N -0.25 0.03 -0.32
N 0.18 1.31 -0.02
N 1.39 1.37 0.00
C 2.09 0.08 -0.07
C -1.77 -0.06 -0.02
H 0.70 -1.56 -0.34
H -2.11 -1.17 -0.10
H -2.45 0.58 -0.36
H -1.91 0.29 1.10

What did the seventh record say?
11
Properties=species:S:1:pos:R:3 method="wB97M-V/def2-TZVPD" orbital_gap_ev="9.287 / 9.287" e_above_lowest_kj_mol=537.3
O -2.52 -0.83 0.04
N -1.70 1.10 -0.10
N -2.78 0.48 -0.01
N -1.23 -1.15 0.05
N 0.66 0.67 -0.16
C 1.64 -0.35 0.04
C -0.63 0.42 -0.08
H 0.85 1.62 0.15
H 1.50 -1.03 0.94
H 2.72 0.19 0.01
H 1.49 -1.12 -0.86